Here is a structure of composition C16H37N2O7PPdS from OMol25. Energies are from wB97M-V/def2-TZVPD.

Output
HOMO (alpha / beta), Eh: -0.5440 / -0.5440
Net charge: +2
Frontier orbital gap (alpha / beta), eV: 8.5 / 8.5
LUMO level (alpha / beta), eV: -6.293 / -6.294
F_max, hartree/bohr: 0.012
Energy, Ha: -2135.0159
ΔE to the lowest compared entry with this formula, charge and spin, kcal per mole: 0.00

Geometry as XYZ:
```
65
C16H37N2O7PPdS wB97M-V/def2-TZVPD
Pd 0.112 0.343 -0.177
S -0.242 0.561 -3.196
P 2.282 0.090 -0.241
O -1.961 0.623 0.083
O -0.027 1.547 1.755
O 2.898 0.830 1.008
O -0.157 -0.462 -2.052
O 2.581 -1.424 -0.051
O 0.119 -1.086 1.767
O 3.141 0.659 -1.422
N -3.625 1.471 1.337
N 0.918 -1.284 3.871
C -0.604 -0.472 -4.600
C -4.637 0.696 0.616
C -1.834 1.353 -3.027
C -2.348 1.341 1.034
C 3.936 -1.968 0.124
C 0.454 0.946 2.961
C 3.126 0.203 -2.808
C 1.001 -2.740 3.778
C 4.861 2.265 0.948
C 1.360 -0.709 5.135
C 3.356 2.224 0.967
C 0.484 -0.579 2.831
C 4.206 -3.006 -0.933
C 4.537 0.246 -3.333
C -1.324 2.141 1.827
C -4.115 2.367 2.387
H 0.860 -3.046 2.747
H 0.917 -1.271 5.956
H -5.154 2.602 2.172
H -1.254 3.138 1.383
H -1.758 2.093 -2.234
H 2.949 2.688 1.864
H 2.446 -0.769 5.223
H 3.937 -2.403 1.120
H -0.184 1.246 3.792
H 0.264 -1.106 -4.772
H 5.181 -0.449 -2.794
H 5.250 1.790 0.048
H 0.233 -3.200 4.400
H -5.182 1.341 -0.074
H 2.926 2.718 0.096
H 1.458 1.328 3.141
H -1.621 2.258 2.867
H 5.157 -3.494 -0.720
H 4.540 -0.031 -4.387
H -1.485 -1.075 -4.387
H 2.475 0.882 -3.358
H 4.270 -2.566 -1.927
H -2.569 0.591 -2.778
H -3.566 3.306 2.401
H -5.338 0.280 1.338
H 1.979 -3.064 4.132
H -2.074 1.845 -3.970
H 2.708 -0.805 -2.840
H 5.273 1.764 1.824
H 4.948 1.251 -3.243
H -0.765 0.176 -5.462
H 5.196 3.303 0.959
H 3.425 -3.765 -0.931
H 4.655 -1.147 0.098
H -4.067 1.892 3.368
H 1.058 0.328 5.240
H -4.161 -0.111 0.071
```

=====

Here is an isolated molecule of C10H22FNO3S in a non-equilibrium geometry from OMol25. Energies are from wB97M-V/def2-TZVPD.

Output
HOMO, Eh: -0.3666
Frontier orbital gap, eV: 9.0
LUMO level, eV: -0.925
F_max, hartree/bohr: 0.175
Energy, Ha: -1172.4668
SMILES: COCCCCCCCCCNS(=O)(=O)F

Geometry as XYZ:
```
38
C10H22FNO3S wB97M-V/def2-TZVPD
S 1.225 5.599 2.350
F 1.512 6.803 1.163
O -0.062 -3.541 -3.604
O 2.464 5.636 3.324
O -0.009 5.951 3.218
N 1.191 3.954 1.697
C -0.226 -3.995 -2.210
C -1.226 1.468 1.959
C -0.092 -0.876 1.433
C -0.095 3.757 0.891
C -0.340 -1.700 0.029
C 1.116 -3.606 -1.353
C 1.090 -2.126 -0.650
C -0.882 -4.321 -4.544
C -1.300 3.098 1.791
C 0.041 0.751 1.205
H -1.281 3.574 2.883
H -2.329 3.332 1.249
H 1.074 1.073 1.707
H -1.135 1.207 3.113
H -0.985 -1.040 -0.724
H 0.094 3.197 -0.143
H -1.241 -3.671 -1.726
H 1.882 -2.166 0.242
H 1.400 -4.492 -0.606
H 1.491 -1.257 -1.362
H -1.022 -2.649 0.266
H 2.014 -3.583 -2.139
H -0.445 4.849 0.586
H -2.205 0.919 1.581
H 1.949 3.944 0.955
H -0.319 -4.270 -5.596
H 0.079 1.026 0.052
H 0.833 -1.284 2.058
H -0.255 -5.188 -2.256
H -1.979 -3.869 -4.664
H -0.984 -5.459 -4.292
H -1.043 -1.045 2.115
```

=====

Here is an isolated molecule of C3H6N2S3 in a non-equilibrium geometry from OMol25. Energies are from wB97M-V/def2-TZVPD.

Output
HOMO, Eh: -0.3244
Frontier orbital gap, eV: 8.9
LUMO level, eV: 0.036
F_max, hartree/bohr: 0.079
Energy, Ha: -1421.9832
SMILES: CC(=S)NSC(N)=S
ΔE to the lowest compared entry with this formula, charge and spin, kcal per mole: 9.61

Geometry as XYZ:
```
14
C3H6N2S3 wB97M-V/def2-TZVPD
S 3.300 0.024 0.215
S -3.303 0.423 -0.240
S 0.674 -0.991 -0.553
N 1.145 1.568 0.037
N -0.831 -0.280 -0.753
C 1.715 0.355 -0.084
C -1.471 -0.573 1.583
C -1.840 -0.166 0.187
H -2.338 -0.394 2.231
H -0.539 -0.018 1.964
H 1.648 2.335 0.274
H -1.117 -0.013 -1.693
H 0.167 1.743 -0.234
H -1.184 -1.648 1.603
```

=====

Here is an isolated molecule of C6H10 from OMol25. Energies are from wB97M-V/def2-TZVPD.

Output
HOMO, Eh: -0.2649
Frontier orbital gap, eV: 7.3
LUMO level, eV: 0.137
F_max, hartree/bohr: 0.015
Energy, Ha: -234.4141
ΔE to the lowest compared entry with this formula, charge and spin, kcal per mole: 118.23

Geometry as XYZ:
```
16
C6H10 wB97M-V/def2-TZVPD
C 1.538 -0.184 -1.364
C -0.968 -1.422 2.307
C -0.672 0.512 0.644
C -0.549 1.216 -0.542
C -0.319 -0.389 1.480
C 0.546 0.965 -1.573
H -0.450 -1.499 3.269
H -1.012 2.193 -0.665
H -1.821 0.771 0.194
H -2.026 -1.174 2.492
H -0.932 -2.407 1.826
H 2.324 -0.122 -2.132
H 0.135 0.935 -2.587
H 1.057 -1.163 -1.462
H 1.117 1.909 -1.497
H 2.035 -0.141 -0.388
```

=====

Here is a cluster of 4 separate species, C24H25O19P in total from OMol25. Energies are from wB97M-V/def2-TZVPD.

Output
HOMO, Eh: -0.3522
Frontier orbital gap, eV: 7.9
LUMO level, eV: -1.689
F_max, hartree/bohr: 0.011
Energy, Ha: -2700.4958
SMILES: O=C1C=C(O)C(=O)C=C1O.O=C1C=C(O)C(=O)C=C1O.O=C1C=C(O)C(=O)C=C1O.CCOCCOCOC(=O)OP(O)O

Geometry as XYZ:
```
69
C24H25O19P wB97M-V/def2-TZVPD
P -3.670 -1.375 -1.105
O 2.772 3.348 5.066
O -0.883 0.204 1.077
O 4.215 -1.551 0.201
O -4.257 -2.768 -4.512
O 2.425 4.138 7.506
O 6.467 -0.175 1.516
O -1.910 3.187 4.655
O 1.120 1.346 2.232
O -2.562 -2.536 -0.809
O -7.019 -2.742 -3.378
O -7.216 -1.039 -5.686
O 6.732 -0.942 -0.906
O 11.157 -0.344 1.895
O -2.258 4.039 7.074
O -5.002 -3.385 -2.468
O -2.708 -0.093 -1.226
O -3.772 -1.509 -2.751
O 11.422 -1.135 -0.549
O 2.222 -2.666 -1.001
C 1.386 3.951 6.898
C 1.442 0.419 1.507
C 0.451 3.224 4.693
C 9.096 -1.107 -0.901
C -6.137 -0.669 -6.528
C 7.798 -0.835 -0.328
C 8.798 -0.183 1.874
C 0.318 -0.293 0.790
C 2.800 -0.028 1.305
C -7.146 -0.545 -4.374
C -0.868 3.405 5.252
C -1.002 3.896 6.678
C 0.529 -1.316 -0.046
C -6.354 -2.977 -2.193
C 1.517 3.479 5.465
C -5.899 0.827 -6.645
C 10.183 -0.927 -0.136
C -7.794 -1.548 -3.453
C -4.335 -2.589 -3.343
C 7.711 -0.366 1.110
C 1.894 -1.756 -0.265
C 3.018 -1.054 0.470
C 0.063 4.151 7.450
C 10.098 -0.457 1.303
H 0.531 2.881 3.673
H 11.998 -0.928 0.215
H -6.333 -2.084 -1.559
H -0.271 -1.826 -0.565
H 4.078 -2.272 -0.447
H -7.684 0.408 -4.284
H -2.810 3.778 6.310
H -4.994 0.981 -7.236
H -5.733 1.310 -5.683
H -6.775 -3.822 -1.648
H -6.112 -0.367 -4.051
H 5.896 -0.449 0.762
H -5.224 -1.190 -6.221
H 8.746 0.151 2.900
H -6.403 -1.053 -7.514
H -8.775 -1.825 -3.840
H -7.932 -1.102 -2.464
H -0.022 4.499 8.469
H -6.720 1.319 -7.168
H 3.324 3.597 5.834
H -0.723 0.936 1.708
H -2.739 0.411 -0.403
H -2.905 -3.107 -0.111
H 3.590 0.483 1.838
H 9.151 -1.436 -1.929
```

=====

Here is a structure of composition C19H43N2OP3SeW in a non-equilibrium geometry from OMol25. Energies are from wB97M-V/def2-TZVPD.

Output
HOMO (alpha / beta), Eh: -0.6675 / -0.6675
Net charge: +4
Frontier orbital gap (alpha / beta), eV: 4.7 / 2.9
LUMO level (alpha / beta), eV: -13.477 / -15.271
F_max, hartree/bohr: 0.085
2S+1: 3
Energy, Ha: -4425.4756
ΔE to the lowest compared entry with this formula, charge and spin, kcal per mole: 32.99

Geometry as XYZ:
```
70
C19H43N2OP3SeW wB97M-V/def2-TZVPD
W 0.487 1.073 -0.828
Se -1.193 0.651 0.807
P 1.027 3.365 -0.502
P 2.576 0.059 -0.643
P -0.193 0.574 -3.008
O 1.680 1.259 2.750
N 1.399 -0.965 3.328
N 1.323 0.669 4.927
C -0.426 4.363 -0.035
C -2.969 -3.255 0.725
C -4.332 -2.980 0.552
C 1.462 0.394 3.600
C 1.034 0.715 -4.345
C -4.774 -1.661 0.350
C -0.853 -1.122 -3.128
C -2.040 -2.199 0.742
C 1.264 2.006 5.433
C -5.226 -6.433 1.162
C -4.288 -7.392 1.077
C -2.491 -0.892 0.576
C 3.833 1.061 -1.538
C -1.606 1.608 -3.509
C 2.166 3.733 0.874
C 1.723 4.153 -1.989
C 3.518 -0.143 0.906
C 2.788 -1.584 -1.415
C -3.844 -0.611 0.359
H 1.279 -0.109 5.573
H 1.057 4.016 -2.851
H 0.766 -0.225 0.251
H 0.947 2.693 4.628
H -5.837 -1.461 0.191
H 0.513 0.568 -5.306
H 3.521 1.311 -2.557
H -3.760 -7.758 1.966
H 1.123 -1.542 4.121
H -0.978 -2.392 0.889
H 1.817 -0.051 -4.243
H 4.058 1.987 -0.991
H 1.848 5.232 -1.816
H 2.977 -0.749 1.643
H -1.773 1.494 -4.593
H -1.030 -1.355 -4.192
H 2.230 2.339 5.843
H 1.013 -1.226 2.436
H 3.676 0.839 1.366
H 3.061 3.100 0.853
H -1.408 2.668 -3.290
H -2.635 -4.287 0.853
H -2.511 1.293 -2.974
H -5.488 -5.978 2.126
H 4.752 0.454 -1.584
H -1.227 4.273 -0.775
H 1.496 1.713 -4.344
H 0.535 2.037 6.262
H 4.485 -0.611 0.688
H -0.135 5.419 0.051
H -5.795 -6.110 0.282
H 1.664 3.522 1.831
H 3.867 -1.798 -1.456
H -0.816 4.021 0.933
H 2.297 -2.355 -0.808
H -0.140 -1.849 -2.718
H -1.799 -1.200 -2.576
H -4.155 0.423 0.207
H -5.048 -3.806 0.576
H 2.378 -1.621 -2.432
H -4.041 -7.869 0.121
H 2.471 4.784 0.839
H 2.698 3.724 -2.249
```

=====

Here is a structure of composition C33H32BF6NO2S in a non-equilibrium geometry from OMol25. Energies are from wB97M-V/def2-TZVPD.

Output
HOMO, Eh: -0.1932
Frontier orbital gap, eV: 4.5
LUMO level, eV: -0.762
F_max, hartree/bohr: 0.114
Energy, Ha: -2503.9536
ΔE to the lowest compared entry with this formula, charge and spin, kcal per mole: 142.44

Geometry as XYZ:
```
76
C33H32BF6NO2S wB97M-V/def2-TZVPD
S -2.539 -1.038 0.330
F -2.895 3.466 -2.455
F -2.833 -2.461 -3.761
F -0.854 -1.858 -4.493
F -2.080 3.671 -0.427
F -2.615 -0.641 -5.003
F -4.053 2.733 -0.723
O 0.131 -0.115 2.504
O 1.059 -1.992 1.382
N 1.279 1.236 -0.940
C 0.770 3.098 -4.633
C 1.892 4.744 -0.510
C 1.651 -3.559 3.006
C 1.616 3.481 -0.991
C -0.920 -2.926 -0.290
C -1.838 -0.516 -2.802
C 1.201 3.784 -3.489
C -0.816 -1.057 -1.965
C -2.052 -1.365 -4.005
C -1.295 -1.588 -0.728
C -0.668 -1.931 3.797
C -4.372 -2.936 1.246
C -3.029 -2.619 0.689
C 0.881 -0.179 -0.453
C 1.105 -0.251 4.603
C -2.447 0.649 -2.531
C 1.611 -2.084 2.715
C -1.340 0.996 -0.452
C 1.911 3.793 1.748
C 2.003 4.890 0.876
C 0.544 1.711 -4.614
C -2.792 2.824 -1.247
C 1.500 2.349 -0.143
C 1.937 -1.060 -1.151
C 0.573 -1.125 3.483
C 1.293 3.049 -2.316
C 0.676 0.981 -3.435
C -2.162 1.469 -1.423
C 1.634 2.500 1.253
C 3.049 -1.541 2.685
C -2.046 -3.522 0.267
C -0.520 -0.209 -0.787
C 1.022 1.659 -2.252
B 0.935 -0.604 1.526
H -3.169 0.995 -3.246
H -2.192 -4.570 0.464
H 3.107 -0.482 2.396
H 2.446 -3.994 2.388
H 0.031 -1.661 -2.363
H 2.162 5.893 1.278
H -0.046 -3.520 -0.577
H 2.051 3.950 2.820
H 0.620 3.677 -5.557
H 1.890 -3.804 4.048
H -4.408 -2.923 2.343
H 1.627 -2.106 -1.134
H -4.625 -3.954 0.937
H 3.558 -1.661 3.651
H -0.955 -2.518 2.907
H -5.161 -2.269 0.872
H 0.536 -0.088 -3.447
H 1.535 1.663 1.928
H -1.500 -1.262 4.040
H 2.856 -1.032 -0.542
H 1.351 0.083 0.726
H 2.010 5.547 -1.253
H 0.280 1.217 -5.562
H -1.231 1.584 0.484
H 3.609 -2.135 1.948
H 1.460 4.843 -3.445
H -0.459 -2.595 4.643
H 0.258 0.338 4.979
H 1.537 -0.825 5.427
H 0.718 -4.051 2.718
H 1.855 0.453 4.210
H 2.142 -0.699 -2.176
```

=====

Here is an isolated molecule of C24H31N3O6 from OMol25. Energies are from wB97M-V/def2-TZVPD.

Output
HOMO, Eh: -0.2886
Frontier orbital gap, eV: 7.8
LUMO level, eV: -0.073
F_max, hartree/bohr: 0.018
Energy, Ha: -1548.8541
SMILES: CCN(CC)CCN1C(=O)C(=O)/C(=C(/O)c2c(C)[nH]c(C(=O)OC)c2C)[C@@H]1c1ccc(C)o1
ΔE to the lowest compared entry with this formula, charge and spin, kcal per mole: 12.26

Geometry as XYZ:
```
64
C24H31N3O6 wB97M-V/def2-TZVPD
O 6.538 -0.525 0.179
O 0.583 2.074 -1.394
O 5.369 -2.324 -0.509
O 0.872 -0.992 1.699
O -1.938 -1.805 2.181
O -2.774 2.784 -0.795
N -4.050 -2.517 -0.917
N -2.324 -0.269 0.540
N 4.415 1.079 0.143
C 5.394 -1.161 -0.189
C -4.946 -3.409 -0.211
C 2.925 -0.486 -0.435
C -2.312 4.117 0.921
C -1.610 0.687 -0.284
C -4.885 -3.407 1.323
C -0.165 0.393 0.028
C -0.100 -0.578 1.106
C -3.817 4.978 -1.018
C -1.544 -0.980 1.384
C 4.264 -0.252 -0.160
C -1.980 2.098 0.056
C -2.662 -2.940 -0.972
C 7.704 -1.332 0.189
C -2.463 -4.086 -1.964
C -1.668 2.872 1.133
C -2.971 4.013 -0.268
C -3.757 -0.387 0.497
C 3.230 1.711 0.054
C 2.270 0.765 -0.298
C 3.078 3.160 0.357
C 2.319 -1.783 -0.811
C 0.867 1.061 -0.539
C -4.287 -1.108 -0.772
H 7.572 -2.181 0.863
H -5.965 -3.164 -0.531
H -2.286 4.970 1.567
H -1.400 -4.268 -2.103
H -4.048 -0.931 1.395
H -4.194 0.617 0.524
H 1.402 2.439 -1.756
H -1.837 0.531 -1.348
H -4.727 -4.416 -0.569
H 3.513 3.774 -0.434
H -5.369 -0.955 -0.798
H -2.069 -2.090 -1.318
H -2.907 -3.830 -2.922
H -5.330 -4.323 1.706
H -2.919 -5.005 -1.607
H -3.868 5.917 -0.476
H 3.061 -2.419 -1.285
H 2.028 3.419 0.465
H 1.969 -2.282 0.093
H -3.401 5.157 -2.008
H 3.590 3.405 1.286
H -2.275 -3.241 0.011
H 8.515 -0.694 0.531
H -1.060 2.589 1.968
H -4.824 4.583 -1.145
H 5.292 1.489 0.421
H 1.465 -1.639 -1.469
H -3.860 -0.604 -1.648
H 7.911 -1.712 -0.814
H -5.439 -2.568 1.739
H -3.857 -3.353 1.673
```